1.
A 9-piece molecular cluster, C18H39F9N12O12 overall at a distorted geometry, computed with wB97M-V/def2-TZVPD.

Its structure (SMILES) is CCOC(=O)C(F)(F)F.CCOC(=O)C(F)(F)F.CCOC(=O)C(F)(F)F.NC(N)=O.NC(N)=O.NC(N)=O.NC(N)=O.NC(N)=O.NC(N)=O. The value obtained for the max |F| is 3.6 eV Å⁻¹. The calculation puts the HOMO-LUMO gap at 10.35 eV. As for the HOMO energy: -10.02 eV. As for the LUMO energy: 0.33 eV. The calculated total energy is -3168.33062 Ha.

Bonds (Å) are listed after each position.
Geometry (Å):
1 C 5.145 2.326 -2.167  C2 1.511, H10 1.135, H11 1.130, H12 1.084
2 C 3.969 3.138 -1.674  C1 1.511, O3 1.486, H13 1.110, H14 1.089
3 O 3.203 3.432 -2.913  C2 1.486, C4 1.307
4 C 2.088 4.082 -2.712  O3 1.307, O5 1.181, C6 1.546
5 O 1.635 4.493 -1.702  C4 1.181
6 C 1.408 4.391 -4.066  C4 1.546, F7 1.345, F8 1.333, F9 1.344
7 F 2.219 4.310 -5.135  C6 1.345
8 F 0.292 3.677 -4.211  C6 1.333
9 F 1.064 5.691 -4.043  C6 1.344
10 H 5.812 1.914 -1.347  C1 1.135
11 H 5.879 2.925 -2.782  C1 1.130
12 H 4.706 1.509 -2.729  C1 1.084
13 H 4.253 4.117 -1.235  C2 1.110
14 H 3.274 2.629 -1.006  C2 1.089
15 C -0.924 -3.468 -2.928  C16 1.550, H24 1.076, H25 1.089, H26 1.074
16 C 0.105 -4.150 -3.865  C15 1.550, O17 1.445, H27 1.087, H28 1.060
17 O 0.371 -5.364 -3.128  C16 1.445, C18 1.303
18 C 0.681 -6.387 -3.874  O17 1.303, O19 1.202, C20 1.573
19 O 0.779 -6.410 -5.072  C18 1.202
20 C 0.853 -7.690 -3.010  C18 1.573, F21 1.328, F22 1.354, F23 1.313
21 F -0.368 -8.133 -2.737  C20 1.328
22 F 1.541 -8.675 -3.636  C20 1.354
23 F 1.485 -7.432 -1.888  C20 1.313
24 H -1.846 -4.020 -2.989  C15 1.076
25 H -1.131 -2.471 -3.314  C15 1.089
26 H -0.365 -3.370 -2.017  C15 1.074
27 H 0.965 -3.484 -3.854  C16 1.087
28 H -0.110 -4.324 -4.888  C16 1.060
29 C -4.446 0.313 -0.050  C30 1.523, H38 1.078, H39 1.090, H40 1.070
30 C -3.049 0.615 -0.573  C29 1.523, O31 1.498, H41 1.074, H42 1.096
31 O -2.531 1.907 -0.019  C30 1.498, C32 1.341
32 C -2.383 2.968 -0.825  O31 1.341, O33 1.204, C34 1.527
33 O -2.566 2.994 -2.015  C32 1.204
34 C -1.874 4.191 -0.064  C32 1.527, F35 1.310, F36 1.297, F37 1.371
35 F -0.623 4.001 0.274  C34 1.310
36 F -2.065 5.215 -0.836  C34 1.297
37 F -2.565 4.413 1.099  C34 1.371
38 H -4.608 -0.745 -0.180  C29 1.078
39 H -5.203 0.915 -0.553  C29 1.090
40 H -4.505 0.519 0.998  C29 1.070
41 H -3.106 0.816 -1.627  C30 1.074
42 H -2.273 -0.087 -0.249  C30 1.096
43 N 1.040 0.875 -2.188  C44 1.320, H47 1.013, H48 1.012
44 C 1.825 -0.101 -2.603  N43 1.320, N45 1.389, O46 1.195
45 N 2.642 -0.722 -1.667  C44 1.389, H49 0.964, H50 1.029
46 O 1.776 -0.566 -3.703  C44 1.195
47 H 0.384 1.141 -2.912  N43 1.013
48 H 1.155 1.168 -1.226  N43 1.012
49 H 3.493 -0.902 -2.084  N45 0.964
50 H 2.823 -0.095 -0.871  N45 1.029
51 N 1.217 -2.693 0.484  C52 1.305, H55 0.991, H56 1.009
52 C 1.416 -3.980 0.579  N51 1.305, N53 1.358, O54 1.204
53 N 2.661 -4.512 0.473  C52 1.358, H57 0.980, H58 1.063
54 O 0.519 -4.758 0.779  C52 1.204
55 H 1.866 -2.143 -0.024  N51 0.991
56 H 0.232 -2.480 0.443  N51 1.009
57 H 2.546 -5.472 0.633  N53 0.980
58 H 3.473 -3.964 0.886  N53 1.063
59 N 1.594 0.418 2.907  C60 1.345, H63 1.011, H64 0.990
60 C 1.359 0.609 1.596  N59 1.345, N61 1.436, O62 1.241
61 N 0.085 0.063 1.219  C60 1.436, H65 1.010, H66 1.036
62 O 2.149 1.158 0.811  C60 1.241
63 H 0.849 0.123 3.524  N59 1.011
64 H 2.490 0.683 3.233  N59 0.990
65 H -0.195 0.155 0.253  N61 1.010
66 H -0.523 -0.426 1.901  N61 1.036
67 N -2.069 0.982 4.059  C68 1.326, H71 0.985, H72 1.058
68 C -1.298 0.534 5.040  N67 1.326, N69 1.366, O70 1.231
69 N -1.154 1.313 6.154  C68 1.366, H73 1.024, H74 0.983
70 O -0.591 -0.455 4.847  C68 1.231
71 H -2.462 1.879 4.160  N67 0.985
72 H -2.301 0.369 3.228  N67 1.058
73 H -1.934 1.922 6.417  N69 1.024
74 H -0.537 0.942 6.822  N69 0.983
75 N -0.910 5.176 3.756  C76 1.370, H79 0.982, H80 1.022
76 C -2.094 4.743 4.293  N75 1.370, N77 1.364, O78 1.244
77 N -3.096 5.635 4.046  C76 1.364, H81 1.003, H82 1.026
78 O -2.201 3.668 4.909  C76 1.244
79 H -0.085 4.725 4.037  N75 0.982
80 H -0.705 6.145 3.503  N75 1.022
81 H -3.998 5.196 4.055  N77 1.003
82 H -3.045 6.217 3.203  N77 1.026
83 N -0.985 -2.755 2.718  C84 1.351, H87 1.031, H88 0.995
84 C -2.019 -2.544 1.874  N83 1.351, N85 1.385, O86 1.216
85 N -2.265 -3.593 1.004  C84 1.385, H89 1.008, H90 0.999
86 O -2.678 -1.522 1.854  C84 1.216
87 H -0.511 -3.658 2.564  N83 1.031
88 H -0.750 -2.194 3.505  N83 0.995
89 H -1.509 -4.232 0.812  N85 1.008
90 H -2.864 -3.362 0.238  N85 0.999



2.
A 12-piece molecular cluster, C18H39F9N12O24 overall at a distorted geometry, computed with wB97M-V/def2-TZVPD.

Its structure (SMILES) is O=C(O)NCCC(F)(F)C(F)(F)C(F)(F)C(F)(F)F.C[N+](=O)[O-].C[N+](=O)[O-].C[N+](=O)[O-].C[N+](=O)[O-].C[N+](=O)[O-].C[N+](=O)[O-].C[N+](=O)[O-].C[N+](=O)[O-].C[N+](=O)[O-].C[N+](=O)[O-].C[N+](=O)[O-]. The value obtained for the max |F| is 1.1 eV Å⁻¹. The calculation puts the HOMO-LUMO gap at 9.76 eV. As for the HOMO energy: -10.40 eV. As for the LUMO energy: -0.64 eV. The calculated total energy is -4069.88221 Ha.

Bonds (Å) are listed after each position.
Geometry (Å):
1 O -2.904 -3.330 1.408  C2 1.207
2 C -1.724 -3.450 1.185  O1 1.207, O3 1.372, N4 1.392
3 O -1.275 -4.099 0.064  C2 1.372, H20 0.968
4 N -0.758 -2.984 2.073  C2 1.392, C5 1.472, H21 1.010
5 C 0.668 -3.112 1.733  N4 1.472, C6 1.526, H22 1.093, H23 1.084
6 C 1.506 -2.082 2.484  C5 1.526, C7 1.525, H24 1.089, H25 1.090
7 C 1.793 -0.777 1.747  C6 1.525, F8 1.380, F9 1.353, C10 1.559
8 F 2.939 -0.258 2.315  C7 1.380
9 F 2.065 -0.980 0.438  C7 1.353
10 C 0.752 0.377 1.871  C7 1.559, F11 1.364, F12 1.357, C13 1.577
11 F 1.405 1.543 1.596  C10 1.364
12 F 0.330 0.473 3.157  C10 1.357
13 C -0.474 0.317 0.882  C10 1.577, F14 1.353, F15 1.353, C16 1.559
14 F -0.574 -0.883 0.264  C13 1.353
15 F -0.306 1.256 -0.077  C13 1.353
16 C -1.843 0.617 1.565  C13 1.559, F17 1.352, F18 1.343, F19 1.330
17 F -2.780 0.667 0.592  C16 1.352
18 F -1.805 1.818 2.166  C16 1.343
19 F -2.181 -0.330 2.435  C16 1.330
20 H -0.835 -3.453 -0.508  O3 0.968
21 H -0.952 -3.302 3.012  N4 1.010
22 H 1.026 -4.104 2.020  C5 1.093
23 H 0.849 -3.044 0.667  C5 1.084
24 H 1.095 -1.872 3.471  C6 1.089
25 H 2.493 -2.513 2.652  C6 1.090
26 C 5.821 -2.550 -0.605  N27 1.488, H30 1.083, H31 1.085, H32 1.084
27 N 5.010 -3.351 0.350  C26 1.488, O28 1.215, O29 1.212
28 O 3.802 -3.227 0.316  N27 1.215
29 O 5.613 -4.084 1.104  N27 1.212
30 H 5.157 -1.937 -1.202  C26 1.083
31 H 6.504 -1.942 -0.020  C26 1.085
32 H 6.367 -3.253 -1.225  C26 1.084
33 C 4.705 3.964 -0.105  N34 1.489, H37 1.081, H38 1.085, H39 1.084
34 N 5.637 2.832 -0.367  C33 1.489, O35 1.218, O36 1.211
35 O 5.343 2.030 -1.233  N34 1.218
36 O 6.640 2.778 0.310  N34 1.211
37 H 3.858 3.880 -0.771  C33 1.081
38 H 4.402 3.891 0.935  C33 1.085
39 H 5.252 4.884 -0.275  C33 1.084
40 C 2.109 8.115 0.840  N41 1.488, H44 1.083, H45 1.086, H46 1.086
41 N 3.048 6.997 0.550  C40 1.488, O42 1.219, O43 1.211
42 O 2.738 6.203 -0.321  N41 1.219
43 O 4.067 6.942 1.200  N41 1.211
44 H 1.259 8.015 0.176  C40 1.083
45 H 1.822 8.030 1.884  C40 1.086
46 H 2.646 9.043 0.666  C40 1.086
47 C 0.303 -7.243 -2.006  N48 1.486, H51 1.084, H52 1.082, H53 1.086
48 N 1.381 -6.487 -1.316  C47 1.486, O49 1.213, O50 1.214
49 O 2.508 -6.537 -1.760  N48 1.213
50 O 1.028 -5.864 -0.336  N48 1.214
51 H 0.721 -7.764 -2.860  C47 1.084
52 H -0.121 -7.931 -1.286  C47 1.082
53 H -0.442 -6.515 -2.313  C47 1.086
54 C -0.330 6.355 -2.844  N55 1.489, H58 1.083, H59 1.086, H60 1.086
55 N -0.873 7.541 -2.126  C54 1.489, O56 1.212, O57 1.214
56 O -2.057 7.781 -2.224  N55 1.212
57 O -0.080 8.195 -1.480  N55 1.214
58 H -1.145 5.872 -3.370  C54 1.083
59 H 0.431 6.714 -3.530  C54 1.086
60 H 0.108 5.699 -2.097  C54 1.086
61 C -3.780 -8.582 0.599  N62 1.486, H65 1.083, H66 1.086, H67 1.086
62 N -2.344 -8.644 0.978  C61 1.486, O63 1.210, O64 1.217
63 O -2.045 -9.156 2.032  N62 1.210
64 O -1.563 -8.125 0.202  N62 1.217
65 H -4.365 -9.044 1.386  C61 1.083
66 H -4.033 -7.533 0.487  C61 1.086
67 H -3.901 -9.107 -0.343  C61 1.086
68 C 7.009 0.278 -3.893  N69 1.488, H72 1.083, H73 1.086, H74 1.086
69 N 7.034 -1.082 -3.291  C68 1.488, O70 1.214, O71 1.214
70 O 7.894 -1.313 -2.466  N69 1.214
71 O 6.182 -1.865 -3.655  N69 1.214
72 H 7.823 0.852 -3.468  C68 1.083
73 H 7.121 0.164 -4.968  C68 1.086
74 H 6.049 0.719 -3.646  C68 1.086
75 C 1.399 3.364 4.261  N76 1.489, H79 1.084, H80 1.086, H81 1.086
76 N 1.720 4.633 4.971  C75 1.489, O77 1.212, O78 1.214
77 O 2.888 4.929 5.105  N76 1.212
78 O 0.778 5.291 5.363  N76 1.214
79 H 2.327 2.887 3.968  C75 1.084
80 H 0.835 2.740 4.947  C75 1.086
81 H 0.798 3.620 3.395  C75 1.086
82 C -5.520 -4.447 2.003  N83 1.490, H86 1.081, H87 1.084, H88 1.086
83 N -6.246 -5.719 1.731  C82 1.490, O84 1.217, O85 1.212
84 O -6.035 -6.281 0.673  N83 1.217
85 O -7.002 -6.121 2.589  N83 1.212
86 H -4.886 -4.217 1.159  C82 1.081
87 H -6.270 -3.680 2.156  C82 1.084
88 H -4.933 -4.602 2.904  C82 1.086
89 C -4.987 8.650 -3.453  N90 1.489, H93 1.083, H94 1.084, H95 1.086
90 N -5.488 9.436 -4.614  C89 1.489, O91 1.214, O92 1.212
91 O -6.130 8.850 -5.461  N90 1.214
92 O -5.213 10.617 -4.634  N90 1.212
93 H -5.306 7.622 -3.574  C89 1.083
94 H -3.905 8.728 -3.446  C89 1.084
95 H -5.408 9.093 -2.556  C89 1.086
96 C -7.655 -1.958 -1.812  N97 1.488, H100 1.083, H101 1.086, H102 1.086
97 N -7.210 -2.872 -0.725  C96 1.488, O98 1.212, O99 1.215
98 O -6.145 -3.436 -0.856  N97 1.212
99 O -7.954 -2.991 0.227  N97 1.215
100 H -6.896 -1.954 -2.586  C96 1.083
101 H -8.601 -2.337 -2.185  C96 1.086
102 H -7.782 -0.973 -1.375  C96 1.086